The following is a quantum chemistry calculation of a 2-piece molecular cluster, C4H12NS overall, from the OMol25 dataset.

Structure (XYZ):
```
18
Properties=species:S:1:pos:R:3:forces:R:3
C -2.9071 -0.7229 1.2606 0.44 -0.15 0.23
S -1.4093 0.3220 1.5569 -0.83 -0.13 -0.12
H -3.4817 -0.8127 2.1873 -0.13 0.01 -0.11
H -3.5746 -0.3598 0.4668 0.18 0.08 0.14
H -2.5867 -1.7403 0.9888 -0.15 0.16 -0.03
C 0.8482 -0.9411 -1.1049 -0.43 -0.30 -0.26
N 1.4944 0.2931 -0.7018 0.00 0.20 0.15
C 0.6481 1.4242 -1.1511 1.23 -0.72 -0.14
C 1.8113 0.3303 0.7395 -0.57 -0.01 -0.13
H 0.9255 -1.0619 -2.1962 -0.01 0.09 0.09
H -0.2257 -0.9501 -0.8354 0.25 -0.03 0.04
H 1.2907 -1.8373 -0.6595 0.22 0.25 0.11
H 0.8907 2.2918 -0.5379 -0.55 -0.02 0.15
H 0.9333 1.7020 -2.1765 -0.12 -0.19 -0.03
H -0.3801 1.0748 -1.1235 -0.40 0.77 0.28
H 2.3667 1.2577 0.9251 0.10 -0.25 0.10
H 2.4301 -0.5493 0.9397 0.20 0.20 0.13
H 0.9261 0.2793 1.4221 0.59 0.05 -0.62
```
Positions in Å, forces in eV/Å.

## Properties
- HOMO-LUMO gap: 6.358 eV
- Energy relative to the best compared isomer or geometry (same formula, charge and spin): 26.6 kcal/mol
- Lowest unoccupied orbital energy: 4.11 eV
- Energy: -612.52853 hartree
- Net charge: -1
- Spin multiplicity: 1
- F_max: 1.43 eV Å⁻¹

natural (NBO) atomic charge list, values in e, 5 entries: number 1, C, carries -0.731; number 2, S, carries -0.740; number 3, H, carries 0.173; number 4, H, carries 0.167; number 5, H, carries 0.168